A:
The following is a DFT calculation (ωB97M-V with the def2-TZVPD basis set) of a cluster of 11 separate species, C22H66O22 in total.

Last columns: bonded neighbours and bond lengths (Å).
CARTESIAN COORDINATES (ANGSTROEM)
1 O 5.09656 0.34773 -5.32758  C2 1.405, H5 0.959
2 C 4.05012 1.27143 -5.16525  O1 1.405, C3 1.530, H6 1.094, H7 1.093
3 C 3.36189 1.20197 -3.80054  C2 1.530, O4 1.419, H8 1.095, H9 1.098
4 O 2.39756 0.16072 -3.82008  C3 1.419, H10 0.976
5 H 5.86999 0.62610 -4.83269  O1 0.959
6 H 4.35652 2.28999 -5.41968  C2 1.094
7 H 3.22036 1.02024 -5.83110  C2 1.093
8 H 2.83488 2.14299 -3.60870  C3 1.095
9 H 4.10191 0.99714 -3.01595  C3 1.098
10 H 1.83721 0.26666 -3.02829  O4 0.976
11 O 5.55223 0.87290 0.24938  C12 1.420, H15 0.960
12 C 4.68111 -0.24163 0.12989  O11 1.420, C13 1.521, H16 1.099, H17 1.092
13 C 3.96318 -0.39010 1.46252  C12 1.521, O14 1.443, H18 1.093, H19 1.094
14 O 3.12964 -1.56848 1.47383  C13 1.443, H20 0.969
15 H 6.08715 0.95760 -0.54282  O11 0.960
16 H 3.91968 -0.02902 -0.63368  C12 1.099
17 H 5.18585 -1.13333 -0.24897  C12 1.092
18 H 3.34279 0.47581 1.70820  C13 1.093
19 H 4.68971 -0.54966 2.26502  C13 1.094
20 H 3.00316 -1.70687 2.42467  O14 0.969
21 O -2.43387 1.59847 2.83423  C22 1.435, H25 0.961
22 C -3.36187 0.79453 3.57790  O21 1.435, C23 1.519, H26 1.094, H27 1.088
23 C -2.76699 0.38031 4.91228  C22 1.519, O24 1.440, H28 1.096, H29 1.095
24 O -3.36950 -0.83947 5.38314  C23 1.440, H30 0.962
25 H -2.34109 2.43413 3.29974  O21 0.961
26 H -4.21463 1.45291 3.76649  C22 1.094
27 H -3.71487 -0.05599 2.99931  C22 1.088
28 H -2.94811 1.14356 5.67751  C23 1.096
29 H -1.68799 0.20748 4.84399  C23 1.095
30 H -2.85038 -1.11594 6.14453  O24 0.962
31 O -1.57365 -3.90373 -2.87782  C32 1.431, H35 0.961
32 C -1.04088 -2.92239 -3.77320  O31 1.431, C33 1.519, H36 1.095, H37 1.091
33 C 0.43833 -2.69630 -3.50920  C32 1.519, O34 1.415, H38 1.098, H39 1.095
34 O 1.13535 -3.77558 -4.10191  C33 1.415, H40 0.960
35 H -1.40659 -4.80083 -3.18026  O31 0.961
36 H -1.18313 -3.19619 -4.82333  C32 1.095
37 H -1.69991 -2.07986 -3.56068  C32 1.091
38 H 0.60239 -2.75580 -2.42522  C33 1.098
39 H 0.71119 -1.69533 -3.86037  C33 1.095
40 H 2.04933 -3.76587 -3.80714  O34 0.960
41 O 0.79864 3.48547 -0.77976  C42 1.425, H45 0.964
42 C 1.75361 4.12795 0.06112  O41 1.425, C43 1.528, H46 1.096, H47 1.088
43 C 2.55333 3.11021 0.87225  C42 1.528, O44 1.422, H48 1.090, H49 1.093
44 O 1.82259 2.63538 1.99635  C43 1.422, H50 0.977
45 H -0.03833 3.94049 -0.63401  O41 0.964
46 H 2.52397 4.63361 -0.53238  C42 1.096
47 H 1.29276 4.83530 0.74773  C42 1.088
48 H 3.46973 3.58641 1.22135  C43 1.090
49 H 2.88661 2.24555 0.29243  C43 1.093
50 H 0.95898 2.28231 1.70622  O44 0.977
51 O 2.53646 -1.34988 4.17362  C52 1.430, H55 0.963
52 C 1.32375 -0.59255 4.17689  O51 1.430, C53 1.515, H56 1.103, H57 1.093
53 C 0.83852 -0.16871 5.54823  C52 1.515, O54 1.435, H58 1.085, H59 1.095
54 O 0.42639 -1.33267 6.28000  C53 1.435, H60 0.960
55 H 2.93122 -1.24467 5.04588  O51 0.963
56 H 1.50059 0.31937 3.58125  C52 1.103
57 H 0.55765 -1.08411 3.57269  C52 1.093
58 H 0.00937 0.52303 5.44135  C53 1.085
59 H 1.65724 0.33821 6.06852  C53 1.095
60 H 1.18343 -1.87452 6.51293  O54 0.960
61 O -5.37624 -4.30568 0.60149  C62 1.415, H65 0.966
62 C -4.05781 -4.27867 0.08893  O61 1.415, C63 1.520, H66 1.095, H67 1.090
63 C -3.63761 -2.84989 -0.21591  C62 1.520, O64 1.427, H68 1.092, H69 1.096
64 O -3.67965 -2.06371 0.97378  C63 1.427, H70 0.974
65 H -5.45318 -3.53383 1.17740  O61 0.966
66 H -3.33537 -4.70276 0.79397  C62 1.095
67 H -4.02294 -4.83724 -0.84653  C62 1.090
68 H -4.33415 -2.35322 -0.89494  C63 1.092
69 H -2.67787 -2.84145 -0.74462  C63 1.096
70 H -2.88161 -2.28678 1.48586  O64 0.974
71 O -0.25698 0.95787 1.03314  C72 1.425, H75 0.972
72 C -0.03439 -0.32442 0.45181  O71 1.425, C73 1.520, H76 1.097, H77 1.094
73 C 1.04896 -0.18545 -0.60546  C72 1.520, O74 1.430, H78 1.090, H79 1.090
74 O 0.49047 0.41248 -1.77885  C73 1.430, H80 0.965
75 H -1.11610 0.94113 1.48705  O71 0.972
76 H 0.24767 -0.95154 1.30710  C72 1.097
77 H -0.87265 -0.84439 -0.02173  C72 1.094
78 H 1.37108 -1.16459 -0.95963  C73 1.090
79 H 1.91500 0.39110 -0.27981  C73 1.090
80 H 0.06497 1.25192 -1.56352  O74 0.965
81 O -3.85490 0.29305 -4.13643  C82 1.417, H85 0.965
82 C -3.40339 0.27366 -2.79307  O81 1.417, C83 1.512, H86 1.094, H87 1.093
83 C -3.22154 1.67193 -2.24837  C82 1.512, O84 1.435, H88 1.100, H89 1.099
84 O -2.38532 1.63487 -1.08261  C83 1.435, H90 0.957
85 H -4.65631 0.83130 -4.13523  O81 0.965
86 H -3.97157 -0.37960 -2.12443  C82 1.094
87 H -2.39823 -0.15677 -2.78909  C82 1.093
88 H -4.14511 2.24737 -2.09090  C83 1.100
89 H -2.65763 2.30587 -2.94659  C83 1.099
90 H -2.04686 2.50757 -0.88571  O84 0.957
91 O -0.75795 6.38860 -3.38199  C92 1.436, H95 0.962
92 C 0.24774 6.10088 -4.36568  O91 1.436, C93 1.524, H96 1.093, H97 1.099
93 C 1.18129 4.98899 -3.90248  C92 1.524, O94 1.412, H98 1.090, H99 1.097
94 O 0.47154 3.80871 -3.59274  C93 1.412, H100 0.969
95 H -1.51567 6.69581 -3.88873  O91 0.962
96 H -0.18944 5.85335 -5.33609  C92 1.093
97 H 0.85808 7.00260 -4.51669  C92 1.099
98 H 1.77401 5.30704 -3.04444  C93 1.090
99 H 1.78217 4.87878 -4.81363  C93 1.097
100 H 0.42452 3.78939 -2.62528  O94 0.969
101 O -1.07497 -5.64919 3.26820  C102 1.446, H105 0.962
102 C -1.91035 -4.71776 3.99247  O101 1.446, C103 1.499, H106 1.096, H107 1.093
103 C -1.35879 -3.33956 3.78516  C102 1.499, O104 1.429, H108 1.097, H109 1.088
104 O -1.40606 -2.88551 2.43095  C103 1.429, H110 0.968
105 H -1.45307 -6.51683 3.43787  O101 0.962
106 H -2.88229 -4.77378 3.48836  C102 1.096
107 H -1.80816 -4.95240 5.05547  C102 1.093
108 H -0.31182 -3.35488 4.11276  C103 1.097
109 H -1.85994 -2.59077 4.39523  C103 1.088
110 H -0.88268 -3.53010 1.93332  O104 0.968

Calculated values
- 2S+1: 1
- HOMO: -9.53 eV
- LUMO level: 0.1 eV
- Orbital gap: 9.62 eV

---

B:
The following is a DFT calculation (ωB97M-V with the def2-TZVPD basis set) of a cluster of 11 separate species, C22H66O22 in total.

Last columns: bonded neighbours and bond lengths (Å).
CARTESIAN COORDINATES (ANGSTROEM)
1 O -4.01068 1.98049 2.62791  C2 1.407, H5 0.959
2 C -3.51063 0.70105 2.93104  O1 1.407, C3 1.520, H6 1.097, H7 1.100
3 C -4.52879 -0.42169 3.04933  C2 1.520, O4 1.436, H8 1.092, H9 1.091
4 O -5.36923 -0.24476 4.19956  C3 1.436, H10 0.956
5 H -4.36274 2.39378 3.41872  O1 0.959
6 H -2.81278 0.34402 2.16427  C2 1.097
7 H -2.90220 0.78555 3.84298  C2 1.100
8 H -3.96957 -1.34373 3.22127  C3 1.092
9 H -5.13982 -0.51343 2.14986  C3 1.091
10 H -5.26099 -0.98861 4.79083  O4 0.956
11 O 4.81838 4.04695 0.77622  C12 1.413, H15 0.965
12 C 4.11613 3.19279 1.65575  O11 1.413, C13 1.530, H16 1.099, H17 1.095
13 C 4.35621 1.71880 1.32299  C12 1.530, O14 1.416, H18 1.088, H19 1.095
14 O 3.95034 1.46596 -0.00934  C13 1.416, H20 0.979
15 H 5.75481 3.83278 0.87207  O11 0.965
16 H 4.29145 3.49164 2.69883  C12 1.099
17 H 3.04329 3.40773 1.62483  C12 1.095
18 H 3.83631 1.04564 2.00111  C13 1.088
19 H 5.41996 1.48892 1.44723  C13 1.095
20 H 4.38709 2.11480 -0.59894  O14 0.979
21 O -1.74747 -1.73308 -2.69712  C22 1.402, H25 0.978
22 C -1.93312 -1.77812 -4.08605  O21 1.402, C23 1.523, H26 1.103, H27 1.091
23 C -0.93557 -0.89610 -4.82593  C22 1.523, O24 1.418, H28 1.091, H29 1.097
24 O -1.01535 0.45490 -4.40209  C23 1.418, H30 0.974
25 H -0.91118 -2.17261 -2.44297  O21 0.978
26 H -1.77738 -2.78186 -4.51576  C22 1.103
27 H -2.94508 -1.52370 -4.40377  C22 1.091
28 H -1.13841 -0.92226 -5.89742  C23 1.091
29 H 0.07589 -1.29087 -4.66753  C23 1.097
30 H -1.31223 0.46038 -3.47431  O24 0.974
31 O -0.86340 -2.06865 2.99594  C32 1.421, H35 0.987
32 C 0.50410 -2.45328 3.02212  O31 1.421, C33 1.534, H36 1.093, H37 1.096
33 C 1.38064 -1.72772 4.05059  C32 1.534, O34 1.418, H38 1.093, H39 1.092
34 O 0.70079 -1.57653 5.28563  C33 1.418, H40 0.962
35 H -0.89133 -1.09878 2.81729  O31 0.987
36 H 0.48337 -3.50598 3.31548  C32 1.093
37 H 0.92519 -2.32133 2.01896  C32 1.096
38 H 1.56493 -0.70748 3.70442  C33 1.093
39 H 2.33204 -2.26003 4.11250  C33 1.092
40 H 0.93130 -2.29855 5.87738  O34 0.962
41 O -2.15037 1.41598 -2.00530  C42 1.449, H45 0.961
42 C -3.53334 1.52815 -1.58896  O41 1.449, C43 1.505, H46 1.093, H47 1.095
43 C -3.94273 0.25558 -0.89710  C42 1.505, O44 1.425, H48 1.091, H49 1.099
44 O -4.15597 -0.83100 -1.79395  C43 1.425, H50 0.981
45 H -1.82897 2.29978 -2.20408  O41 0.961
46 H -3.61446 2.39117 -0.92241  C42 1.093
47 H -4.10796 1.66029 -2.51187  C42 1.095
48 H -4.83854 0.38731 -0.28817  C43 1.091
49 H -3.18219 -0.13110 -0.20433  C43 1.099
50 H -3.27849 -1.15051 -2.09325  O44 0.981
51 O -0.59399 0.34605 1.62566  C52 1.428, H55 0.978
52 C -0.81113 0.73735 0.26932  O51 1.428, C53 1.513, H56 1.090, H57 1.092
53 C 0.50190 0.93545 -0.45505  C52 1.513, O54 1.455, H58 1.098, H59 1.100
54 O 1.18638 2.11721 0.04599  C53 1.455, H60 0.971
55 H 0.03080 0.92993 2.10099  O51 0.978
56 H -1.32486 -0.09798 -0.20630  C52 1.090
57 H -1.42387 1.63923 0.20305  C52 1.092
58 H 0.40005 0.91054 -1.54781  C53 1.098
59 H 1.25283 0.14960 -0.28742  C53 1.100
60 H 2.12151 1.96326 -0.16756  O54 0.971
61 O -0.38161 3.88997 1.44341  C62 1.420, H65 0.980
62 C -0.90985 3.52714 2.71040  O61 1.420, C63 1.521, H66 1.085, H67 1.100
63 C 0.18003 3.18552 3.71547  C62 1.521, O64 1.439, H68 1.096, H69 1.094
64 O 0.87058 1.98968 3.31161  C63 1.439, H70 0.960
65 H 0.07461 3.09659 1.09201  O61 0.980
66 H -1.61756 4.26414 3.07403  C62 1.085
67 H -1.45675 2.58484 2.56103  C62 1.100
68 H -0.31296 3.01950 4.68057  C63 1.096
69 H 0.91103 3.99672 3.77715  C63 1.094
70 H 1.66968 1.94948 3.84263  O64 0.960
71 O 3.93159 5.20826 -1.52658  C72 1.398, H75 0.977
72 C 3.04916 4.32936 -2.16230  O71 1.398, C73 1.514, H76 1.099, H77 1.094
73 C 3.72946 3.23447 -2.95562  C72 1.514, O74 1.409, H78 1.095, H79 1.101
74 O 4.61510 2.51056 -2.13204  C73 1.409, H80 0.972
75 H 4.21707 4.71546 -0.73296  O71 0.977
76 H 2.33232 3.87542 -1.46454  C72 1.099
77 H 2.41162 4.86364 -2.87286  C72 1.094
78 H 4.19439 3.66546 -3.84785  C73 1.095
79 H 2.90535 2.59940 -3.31625  C73 1.101
80 H 5.06961 1.81541 -2.63749  O74 0.972
81 O 0.66590 -2.82655 -1.73645  C82 1.423, H85 0.974
82 C 0.45282 -3.54654 -0.52745  O81 1.423, C83 1.516, H86 1.099, H87 1.092
83 C -0.47781 -4.72738 -0.72323  C82 1.516, O84 1.444, H88 1.089, H89 1.093
84 O 0.22336 -5.61201 -1.62318  C83 1.444, H90 0.961
85 H 1.08379 -3.50246 -2.30025  O81 0.974
86 H 1.41217 -3.84945 -0.08545  C82 1.099
87 H 0.01712 -2.90806 0.24435  C82 1.092
88 H -1.42567 -4.39091 -1.14128  C83 1.089
89 H -0.63215 -5.28404 0.20466  C83 1.093
90 H -0.42087 -6.15290 -2.08849  O84 0.961
91 O 2.44770 -1.02520 -3.67271  C92 1.423, H95 0.966
92 C 3.13704 -0.63413 -2.49028  O91 1.423, C93 1.511, H96 1.094, H97 1.089
93 C 4.62828 -0.68178 -2.72766  C92 1.511, O94 1.436, H98 1.092, H99 1.098
94 O 5.01337 0.26633 -3.73456  C93 1.436, H100 0.957
95 H 2.51674 -0.25903 -4.25641  O91 0.966
96 H 2.86399 0.37298 -2.16064  C92 1.094
97 H 2.92158 -1.32496 -1.67622  C92 1.089
98 H 4.95561 -1.67738 -3.03442  C93 1.092
99 H 5.16886 -0.39117 -1.81682  C93 1.098
100 H 5.79359 0.00997 -4.22627  O94 0.957
101 O -5.32475 -2.84038 -0.23634  C102 1.420, H105 0.978
102 C -4.35504 -3.84341 0.03000  O101 1.420, C103 1.515, H106 1.097, H107 1.095
103 C -3.46460 -3.57238 1.22517  C102 1.515, O104 1.426, H108 1.096, H109 1.093
104 O -2.45837 -2.64333 0.82823  C103 1.426, H110 0.976
105 H -4.81145 -2.03008 -0.42665  O101 0.978
106 H -4.95804 -4.71401 0.31473  C102 1.097
107 H -3.83638 -4.07269 -0.90639  C102 1.095
108 H -3.05152 -4.52222 1.58453  C103 1.096
109 H -4.04542 -3.14854 2.04779  C103 1.093
110 H -1.76360 -2.54259 1.50657  O104 0.976

Calculated values
- 2S+1: 1
- HOMO: -9.46 eV
- LUMO level: 0.1 eV
- Orbital gap: 9.61 eV

---

Which one sits at the top of the stability order? B does.

---

A:
The following is a DFT calculation (ωB97M-V with the def2-TZVPD basis set) of the ion C4H9ClNO with charge +1.

Last columns: bonded neighbours and bond lengths (Å).
CARTESIAN COORDINATES (ANGSTROEM)
1 C -0.20061 -0.99989 -0.94095  N2 1.505, H8 1.120, H9 1.091, H10 1.158
2 N -0.25210 0.39964 -0.38973  C1 1.505, C3 1.539, C4 1.475, C5 1.441
3 C 1.19412 0.82595 -0.08077  N2 1.539, H11 1.075, H12 1.125, H13 1.044
4 C -1.13403 0.32856 0.79034  N2 1.475, H14 1.070, H15 1.126, H16 1.014
5 C -0.80521 1.20579 -1.44818  N2 1.441, O6 1.403, Cl7 1.638
6 O -1.15778 0.55982 -2.64266  C5 1.403
7 Cl -0.86676 2.81818 -1.16380  C5 1.638
8 H 0.20338 -1.78946 -0.25626  C1 1.120
9 H -1.16242 -1.42414 -1.23414  C1 1.091
10 H 0.37368 -0.95230 -1.94530  C1 1.158
11 H 1.61491 0.56501 -1.03488  C3 1.075
12 H 1.09327 1.91613 0.17851  C3 1.125
13 H 1.41686 0.21149 0.73395  C3 1.044
14 H -1.87246 -0.44421 0.73660  C4 1.070
15 H -0.59228 0.03240 1.73176  C4 1.126
16 H -1.48246 1.24027 1.06499  C4 1.014

Calculated values
- 2S+1: 1
- HOMO (alpha / beta): -15.69 / -15.69 eV
- Net charge: +1
- LUMO level (alpha / beta): -5.3 / -5.3 eV
- Orbital gap (alpha / beta): 10.37 / 10.37 eV

---

B:
The following is a DFT calculation (ωB97M-V with the def2-TZVPD basis set) of the ion C4H9ClNO with charge +1.

Last columns: bonded neighbours and bond lengths (Å).
CARTESIAN COORDINATES (ANGSTROEM)
1 C -0.20218 1.23165 -0.60384  N2 1.464, H8 1.026, H9 1.025, H10 1.090
2 N 0.49869 0.07951 -0.03318  C1 1.464, C3 1.439, C4 1.488, C5 1.638
3 C 0.16677 -1.08853 -0.80512  N2 1.439, H11 1.060, H12 1.053, H13 1.131
4 C -0.04627 0.00032 1.34966  N2 1.488, H14 0.995, H15 1.075, H16 1.067
5 C 2.06794 0.50474 0.16518  N2 1.638, O6 1.186, Cl7 1.670
6 O 2.22632 1.56548 0.67144  C5 1.186
7 Cl 3.26977 -0.57495 -0.25704  C5 1.670
8 H -1.22552 1.19397 -0.66108  C1 1.026
9 H 0.02398 2.06003 -0.04483  C1 1.025
10 H 0.31534 1.42941 -1.54217  C1 1.090
11 H -0.70284 -1.52325 -0.38163  C3 1.060
12 H 0.15878 -0.83083 -1.82629  C3 1.053
13 H 0.98627 -1.85092 -0.64633  C3 1.131
14 H -1.03950 -0.01767 1.29604  C4 0.995
15 H 0.17119 -0.98540 1.71971  C4 1.075
16 H 0.29510 0.72173 2.05822  C4 1.067

Calculated values
- 2S+1: 1
- HOMO: -16.38 eV
- Net charge: +1
- LUMO level: -4.3 eV
- Orbital gap: 12.10 eV

---

Which one sits at the top of the stability order? B does.